Entry from the Open Molecules 2025 dataset: a cluster of 3 separate species, C32H43F6NO6 in total in a non-equilibrium geometry (ωB97M-V/def2-TZVPD).

Last column: Löwdin charge in e.
Atoms and positions in Å:
C (2.141, 1.474, 3.152)  -0.02
C (1.535, 0.119, 2.702)  -0.12
C (2.259, -0.965, 2.322)  -0.08
C (3.835, -0.932, 2.266)  -0.12
C (4.397, 0.194, 1.304)  -0.19
C (4.995, -0.350, -0.067)  -0.18
C (4.232, 0.332, -1.277)  -0.19
C (4.148, -0.612, -2.553)  -0.28
N (2.979, -0.236, -3.414)  -0.02
C (1.504, -2.277, 1.931)  -0.26
O (1.926, -3.368, 2.223)  0.11
C (0.149, -2.031, 1.182)  0.00
C (-0.320, -2.932, 0.133)  -0.08
C (0.527, -4.184, -0.275)  -0.02
C (1.682, -3.821, -1.288)  -0.40
O (2.413, -4.687, -1.608)  0.16
F (1.747, -2.537, -1.767)  0.08
C (-1.582, -2.593, -0.535)  -0.12
C (-2.134, -3.481, -1.683)  -0.05
C (-2.372, -1.411, -0.158)  -0.08
C (-3.741, -1.082, -0.857)  -0.11
C (-4.947, -1.061, 0.205)  -0.24
O (-6.104, -1.703, -0.320)  -0.07
C (-1.884, -0.504, 0.901)  -0.06
C (-2.655, 0.797, 1.316)  -0.11
C (-2.860, 1.786, 0.070)  -0.16
C (-2.323, 3.230, 0.349)  -0.06
C (-0.768, 3.347, 0.189)  -0.36
F (-0.136, 2.115, 0.101)  0.09
F (-0.287, 3.980, 1.326)  0.08
C (-0.288, 4.181, -1.059)  -0.46
F (-0.181, 3.401, -2.179)  0.13
F (0.993, 4.615, -0.784)  0.12
F (-1.023, 5.290, -1.306)  0.15
C (-0.629, -0.849, 1.573)  0.00
C (-0.025, -0.007, 2.735)  -0.27
O (-0.653, 0.488, 3.634)  0.11
H (1.811, 2.300, 2.466)  0.09
H (1.665, 1.712, 4.145)  0.09
H (3.246, 1.442, 3.288)  0.08
H (4.140, -1.916, 1.813)  0.10
H (4.224, -0.874, 3.314)  0.12
H (5.111, 0.877, 1.841)  0.11
H (3.526, 0.844, 1.025)  0.08
H (6.044, 0.052, -0.120)  0.11
H (4.997, -1.466, -0.129)  0.10
H (4.724, 1.286, -1.603)  0.11
H (3.169, 0.599, -1.033)  0.10
H (3.981, -1.660, -2.199)  0.09
H (5.071, -0.469, -3.164)  0.11
H (2.201, -0.055, -2.770)  0.05
H (2.760, -1.077, -3.951)  0.06
H (-0.082, -4.955, -0.805)  0.11
H (0.986, -4.693, 0.604)  0.12
H (-2.058, -3.014, -2.699)  0.10
H (-1.702, -4.505, -1.735)  0.07
H (-3.233, -3.620, -1.481)  0.08
H (-4.032, -1.852, -1.609)  0.09
H (-3.676, -0.113, -1.424)  0.11
H (-4.538, -1.585, 1.112)  0.13
H (-5.108, 0.006, 0.503)  0.10
H (-6.303, -1.274, -1.168)  0.09
H (-3.634, 0.526, 1.794)  0.10
H (-2.105, 1.396, 2.077)  0.10
H (-2.387, 1.364, -0.854)  0.11
H (-3.974, 1.820, -0.091)  0.11
H (-2.819, 3.908, -0.400)  0.13
H (-2.591, 3.636, 1.353)  0.14
C (-2.626, -0.842, 6.157)  -0.02
C (-3.741, -0.481, 5.211)  -0.49
O (-3.580, 0.338, 4.333)  0.06
C (-5.064, -1.180, 5.400)  -0.02
H (-1.737, -0.265, 5.904)  0.07
H (-2.917, -0.607, 7.183)  0.09
H (-2.391, -1.905, 6.068)  0.09
H (-5.463, -0.959, 6.392)  0.08
H (-4.937, -2.257, 5.278)  0.09
H (-5.772, -0.823, 4.651)  0.08
C (1.302, 2.095, -5.602)  -0.04
C (2.473, 2.145, -6.549)  -0.51
O (2.958, 1.135, -7.008)  0.06
C (3.017, 3.506, -6.904)  -0.03
H (1.017, 1.057, -5.436)  0.07
H (1.580, 2.540, -4.644)  0.08
H (0.452, 2.628, -6.034)  0.08
H (3.369, 4.013, -6.003)  0.08
H (2.242, 4.102, -7.391)  0.08
H (3.855, 3.392, -7.592)  0.08

Summary:
LUMO, eV: -0.57
Spin multiplicity: 1
SMILES string: CC1=C(CCCCCN)C(=O)c2c(CC(=O)F)c(C)c(CCO)c(CCCC(F)(F)C(F)(F)F)c2C1=O.CC(C)=O.CC(C)=O
Strongest force on any atom, Eh/bohr: 0.0444
Energy above the lowest of the compared OMol25 structures with the same formula, charge and spin, kJ/mol: 209.5
HOMO-LUMO gap, eV: 8.5



Entry from the Open Molecules 2025 dataset: the molecule C4H8N2O2 in a non-equilibrium geometry (ωB97M-V/def2-TZVPD).

Last column: Löwdin charge in e.
Atoms and positions in Å:
C (0.155, 0.339, 1.093)  -0.39
C (-0.409, 0.726, -0.328)  -0.09
C (0.469, -0.026, -1.422)  -0.15
C (-0.133, -0.833, -2.301)  -0.03
H (-0.433, -1.893, -0.129)  0.13
H (1.102, -1.345, 2.145)  0.17
H (-1.514, 0.364, -0.394)  0.14
H (-0.574, 1.760, -0.336)  0.06
H (1.586, -0.019, -1.324)  0.12
H (-1.167, -1.090, -2.551)  0.08
H (0.476, -1.351, -2.971)  0.03
H (0.451, 2.738, 2.497)  0.25
N (0.781, -0.980, 1.143)  0.00
N (0.220, 1.078, 2.069)  -0.02
O (-0.526, -1.772, 0.947)  -0.15
O (-0.484, 2.304, 1.863)  -0.15

Summary:
LUMO, eV: 0.71
Spin multiplicity: 1
SMILES string: C=CC/C(=N\O)NO
Strongest force on any atom, Eh/bohr: 0.1362
Energy above the lowest of the compared OMol25 structures with the same formula, charge and spin, kJ/mol: 759.4
HOMO-LUMO gap, eV: 10.2



Entry from the Open Molecules 2025 dataset: a structure of composition C22H23Cl3F4GeIrN2S5Te in a non-equilibrium geometry (ωB97M-V/def2-TZVPD).

Last column: Löwdin charge in e.
Atoms and positions in Å:
Ir (-0.141, 0.517, 0.601)  0.76
C (2.116, 0.689, 3.236)  -0.08
C (2.043, 1.932, 2.363)  -0.26
N (0.716, 2.183, 1.718)  -0.30
C (0.842, 3.420, 0.871)  -0.23
C (1.477, 3.245, -0.495)  -0.10
C (-0.278, 2.477, 2.785)  -0.17
C (-1.678, 2.320, 2.241)  -0.19
N (-1.712, 1.001, 1.597)  -0.20
C (-2.900, 0.265, 1.755)  -0.23
C (-2.865, -1.088, 2.106)  -0.24
F (-1.692, -1.690, 2.339)  0.05
C (-4.028, -1.821, 2.254)  -0.20
F (-3.929, -3.106, 2.590)  0.12
C (-5.268, -1.244, 2.072)  0.11
C (-5.316, 0.094, 1.741)  -0.24
F (-6.486, 0.691, 1.533)  0.12
C (-4.161, 0.839, 1.587)  -0.20
F (-4.264, 2.119, 1.212)  0.09
H (3.161, 0.410, 3.369)  0.09
H (1.596, -0.156, 2.786)  0.05
H (1.701, 0.857, 4.228)  0.08
H (2.777, 1.886, 1.559)  0.08
H (2.279, 2.818, 2.961)  0.13
H (1.428, 4.133, 1.459)  0.13
H (-0.154, 3.842, 0.757)  0.11
H (2.549, 3.051, -0.441)  0.08
H (1.335, 4.168, -1.057)  0.09
H (0.997, 2.448, -1.060)  0.01
H (-0.106, 3.479, 3.188)  0.15
H (-0.133, 1.751, 3.582)  0.12
H (-1.939, 3.094, 1.518)  0.10
H (-2.394, 2.378, 3.062)  0.14
H (-6.174, -1.822, 2.184)  0.15
Cl (-4.958, 0.286, -1.638)  0.24
Ge (-2.911, 0.591, -2.125)  -0.46
Cl (-2.654, 0.378, -4.220)  0.22
Cl (-2.390, 2.598, -1.595)  0.18
Te (-1.496, -1.168, -0.853)  1.16
C (-0.312, -1.660, -2.527)  -0.60
C (-0.384, -2.976, -2.967)  -0.16
C (0.375, -3.368, -4.062)  -0.07
C (1.182, -2.447, -4.713)  -0.06
C (1.238, -1.130, -4.274)  -0.08
C (0.488, -0.731, -3.178)  -0.19
H (-1.007, -3.700, -2.455)  0.10
H (0.331, -4.394, -4.403)  0.12
H (1.765, -2.754, -5.571)  0.12
H (1.862, -0.411, -4.787)  0.12
H (0.529, 0.299, -2.844)  0.09
C (5.240, -0.689, -1.025)  -0.36
S (4.135, -1.364, -2.292)  0.84
C (2.968, -2.243, -1.319)  -0.99
C (2.055, -1.733, -0.443)  -1.05
S (1.872, -0.045, -0.190)  0.63
S (1.027, -2.905, 0.345)  0.84
C (1.523, -4.298, -0.583)  -1.46
S (0.829, -5.754, -0.461)  0.64
S (2.883, -3.941, -1.617)  0.96
H (5.893, 0.000, -1.557)  0.04
H (5.835, -1.481, -0.578)  0.05
H (4.687, -0.141, -0.267)  0.01

Summary:
LUMO (alpha / beta), eV: -5.09 / -5.31
Spin multiplicity: 1
Charge: +1
Strongest force on any atom, Eh/bohr: 0.0216
Energy above the lowest of the compared OMol25 structures with the same formula, charge and spin, kJ/mol: 16.5
HOMO-LUMO gap (alpha / beta), eV: 5.5 / 5.2



Entry from the Open Molecules 2025 dataset: a cluster of 2 separate species, C2HNOS2 in total in a non-equilibrium geometry (ωB97M-V/def2-TZVPD).

Last column: Löwdin charge in e.
Atoms and positions in Å:
C (-1.198, 1.341, 0.809)  0.06
C (0.737, -0.967, -1.213)  -0.98
N (-0.449, 0.534, 1.227)  -0.70
O (-0.350, -0.729, -1.021)  0.06
S (2.144, -1.511, -1.456)  0.80
S (0.649, -0.368, 1.789)  0.68
H (-1.532, 1.700, -0.135)  0.08

Summary:
LUMO, eV: -0.10
Spin multiplicity: 1
SMILES string: C#[N+][S-].O=C=S
Strongest force on any atom, Eh/bohr: 0.0675
Energy above the lowest of the compared OMol25 structures with the same formula, charge and spin, kJ/mol: 87.1
HOMO-LUMO gap, eV: 8.8



> Number 3 is which compound?

C22H23Cl3F4GeIrN2S5Te



> Which formula does entry 4 have?

C2HNOS2



> Look up the spin multiplicity of the second one.

1



Please write out number 2 again, unchanged.
Entry from the Open Molecules 2025 dataset: the molecule C4H8N2O2 in a non-equilibrium geometry (ωB97M-V/def2-TZVPD).

Last column: Löwdin charge in e.
Atoms and positions in Å:
C (0.155, 0.339, 1.093)  -0.39
C (-0.409, 0.726, -0.328)  -0.09
C (0.469, -0.026, -1.422)  -0.15
C (-0.133, -0.833, -2.301)  -0.03
H (-0.433, -1.893, -0.129)  0.13
H (1.102, -1.345, 2.145)  0.17
H (-1.514, 0.364, -0.394)  0.14
H (-0.574, 1.760, -0.336)  0.06
H (1.586, -0.019, -1.324)  0.12
H (-1.167, -1.090, -2.551)  0.08
H (0.476, -1.351, -2.971)  0.03
H (0.451, 2.738, 2.497)  0.25
N (0.781, -0.980, 1.143)  0.00
N (0.220, 1.078, 2.069)  -0.02
O (-0.526, -1.772, 0.947)  -0.15
O (-0.484, 2.304, 1.863)  -0.15

Summary:
LUMO, eV: 0.71
Spin multiplicity: 1
SMILES string: C=CC/C(=N\O)NO
Strongest force on any atom, Eh/bohr: 0.1362
Energy above the lowest of the compared OMol25 structures with the same formula, charge and spin, kJ/mol: 759.4
HOMO-LUMO gap, eV: 10.2